Entry 1:
Density functional theory data (wB97M-V/def2-TZVPD) for C5H10N2 in the gas phase at a distorted geometry.

**HOMO level**: -8.255 eV
**Total energy**: -8324.10268 eV
**Charge**: 0
**SMILES**: [H]/N=N/C1[C@@H](C)[C@@H]1C
**Kohn-Sham gap**: 9.47 eV
**Relative energy (zero: lowest compared OMol25 entry of this formula, charge and spin)**: 311.7 kJ/mol

Each line ends with the Mulliken charge.
Atoms and positions in Å:
H 2.266 -2.470 0.094  0.22
N 1.407 -1.908 0.088  -0.51
N 1.414 -1.061 -0.830  -0.22
C 0.330 -0.105 -0.999  0.21
C 0.375 0.702 0.269  -0.17
C 0.585 2.175 0.206  -1.36
C -1.002 -0.139 -0.353  -0.04
C -1.517 -1.277 0.445  -1.39
H 0.385 0.439 -1.938  0.42
H 0.600 0.292 1.246  0.46
H -0.276 2.713 0.619  0.30
H 1.464 2.457 0.794  0.36
H 0.749 2.526 -0.817  0.31
H -1.791 0.401 -0.867  0.41
H -0.735 -1.868 0.946  0.33
H -2.109 -1.960 -0.169  0.34
H -2.146 -0.918 1.265  0.33

---

Entry 2:
Density functional theory data (wB97M-V/def2-TZVPD) for a molecular structure, C39H73Cl2NO6P2PbSi at a distorted geometry.

**HOMO level**: -6.270 eV
**Total energy**: -112156.67134 eV
**Charge**: 0
**Kohn-Sham gap**: 6.85 eV
**Relative energy (zero: lowest compared OMol25 entry of this formula, charge and spin)**: 35.4 kJ/mol

Each line ends with the Mulliken charge.
Atoms and positions in Å:
Pb 0.098 -0.061 -0.337  1.56
C 0.095 -5.123 1.329  -1.64
C 0.075 -4.180 0.141  1.61
C 0.381 -4.929 -1.133  -1.50
P 1.179 -2.614 0.368  1.04
C 2.890 -3.107 -0.078  0.33
C 3.894 -1.949 0.040  -1.22
C 3.491 -4.428 0.428  -1.41
C 1.131 -2.119 2.107  -0.25
C 2.171 -2.106 3.002  -0.21
C 2.153 -1.366 4.225  0.30
C 3.407 -1.338 5.047  -1.74
C 0.965 -0.758 4.580  -1.17
C -0.155 -0.970 3.797  0.12
C -0.081 -1.514 2.524  -0.78
N -1.117 -1.403 1.615  1.03
C -2.435 -1.819 1.808  -1.13
C -2.810 -2.756 2.836  -0.46
C -4.109 -3.165 2.979  -0.95
C -5.158 -2.705 2.148  0.20
C -6.591 -3.189 2.325  -1.54
C -4.809 -1.711 1.218  0.27
C -3.490 -1.280 1.009  -0.56
P -3.038 0.007 -0.226  0.22
C -3.422 1.597 0.649  0.97
C -4.831 1.699 1.299  -1.60
C -2.362 1.806 1.764  -1.53
C -4.387 -0.121 -1.493  0.60
C -4.328 1.104 -2.437  -1.59
C -4.122 -1.533 -2.221  -1.42
H -0.760 -5.822 1.378  0.42
H 0.070 -4.618 2.285  0.27
H 0.953 -5.682 1.364  0.41
H -0.887 -3.616 0.203  -0.66
H 1.341 -5.422 -1.159  0.30
H 0.338 -4.292 -2.032  0.23
H -0.312 -5.787 -1.204  0.48
H 2.753 -3.188 -1.163  0.41
H 4.215 -1.837 1.056  0.36
H 3.493 -0.938 -0.235  -0.24
H 4.729 -2.174 -0.582  0.65
H 3.588 -4.402 1.547  0.14
H 4.501 -4.624 0.014  0.45
H 2.865 -5.278 0.214  0.27
H 3.077 -2.647 2.812  0.26
H 3.292 -2.068 5.881  0.35
H 3.657 -0.359 5.501  0.37
H 4.245 -1.681 4.420  0.35
H 0.860 -0.210 5.483  0.49
H -1.151 -0.680 4.101  0.09
H -2.075 -3.161 3.504  0.53
H -4.352 -3.909 3.743  0.33
H -6.753 -4.108 1.792  0.30
H -7.282 -2.438 1.904  0.35
H -6.809 -3.305 3.380  0.38
H -5.566 -1.299 0.586  0.24
H -3.276 2.344 -0.142  -0.07
H -4.895 0.855 1.991  0.36
H -5.657 1.495 0.582  0.35
H -4.943 2.640 1.834  0.46
H -2.558 1.064 2.514  0.08
H -2.461 2.805 2.182  0.84
H -1.362 1.632 1.364  -0.05
H -5.361 -0.207 -0.990  0.46
H -3.330 1.133 -2.812  0.32
H -4.498 2.025 -1.863  0.29
H -5.044 1.107 -3.230  0.47
H -3.372 -1.387 -3.047  0.20
H -5.056 -1.873 -2.692  0.48
H -3.748 -2.233 -1.481  0.33
Cl -2.696 0.839 5.707  -0.10
C -1.860 2.331 6.107  -0.49
Cl -0.851 2.986 4.738  -0.10
H -1.217 2.117 6.937  0.33
H -2.572 3.103 6.295  0.38
O 0.153 -1.255 -4.146  -0.85
H 0.606 -0.520 -3.590  0.64
H 0.759 -1.871 -4.588  0.22
O -0.774 -1.889 -1.800  -0.58
H -0.415 -1.812 -2.765  0.38
H -1.713 -2.036 -1.772  0.05
C -1.575 4.144 -1.870  -1.23
C -0.287 3.998 -2.663  1.66
C -0.518 3.560 -4.097  -1.97
C 0.485 5.350 -2.595  -1.60
O 0.450 3.054 -1.879  2.08
Si 1.543 1.911 -2.199  -2.86
O 0.934 0.508 -2.564  0.25
O 2.634 2.507 -3.259  -0.77
C 3.759 1.786 -3.798  2.00
C 4.964 2.737 -3.594  -1.73
C 3.530 1.566 -5.271  -1.69
C 4.058 0.426 -3.175  -1.42
O 2.292 1.560 -0.744  2.35
C 2.732 2.345 0.399  1.72
C 1.686 3.377 0.857  -1.57
C 2.938 1.340 1.543  -1.38
C 4.078 2.980 0.085  -1.85
H -2.358 4.519 -2.545  0.41
H -1.542 4.797 -1.003  0.35
H -1.872 3.193 -1.458  -0.05
H -1.094 4.351 -4.512  0.67
H -1.038 2.686 -4.279  0.34
H 0.425 3.583 -4.638  0.31
H -0.071 6.128 -3.156  0.42
H 1.462 5.127 -3.154  0.17
H 0.754 5.574 -1.585  0.29
H 4.923 3.579 -4.210  0.46
H 5.886 2.167 -3.810  0.35
H 4.938 3.036 -2.532  0.19
H 3.548 2.511 -5.879  0.36
H 2.551 1.068 -5.491  0.26
H 4.435 1.005 -5.613  0.41
H 4.329 0.522 -2.138  0.15
H 4.920 0.014 -3.759  0.64
H 3.218 -0.203 -3.303  0.17
H 0.753 2.801 0.921  0.32
H 1.423 4.218 0.234  -0.03
H 2.026 3.769 1.789  0.63
H 2.060 0.735 1.733  -0.21
H 3.160 1.847 2.486  0.50
H 3.725 0.646 1.298  0.39
H 3.982 3.752 -0.732  0.19
H 4.717 2.167 -0.268  0.33
H 4.464 3.437 0.990  0.49

---

Entry 3:
Density functional theory data (wB97M-V/def2-TZVPD) for 4 unconnected molecules or ions with the total composition C25H34F24N3O4 at a distorted geometry.

**HOMO level**: -12.188 eV
**Total energy**: -104347.24047 eV
**Charge**: +1
**Kohn-Sham gap**: 6.96 eV

Each line ends with the Mulliken charge.
Atoms and positions in Å:
C 4.853 0.021 3.883  -0.67
O 3.441 0.119 4.122  -0.43
C 2.880 0.690 2.925  1.02
C 1.435 0.184 2.647  -0.90
C 1.080 0.076 1.121  0.06
C 1.947 -1.016 0.366  -0.90
C 2.155 -0.684 -1.154  -1.18
C 3.598 -0.208 -1.582  0.69
C 4.447 0.472 -0.470  -1.23
N 3.934 1.789 -0.004  0.06
C 3.130 2.416 -0.982  -0.17
N 2.072 3.144 -0.641  -0.13
N 3.427 2.215 -2.361  -0.18
C 3.447 0.795 -2.770  -0.95
H 5.411 -0.098 4.831  0.29
H 5.222 0.934 3.354  0.26
H 5.076 -0.838 3.200  0.24
H 2.945 1.805 2.923  0.26
H 3.516 0.324 2.087  -0.88
H 0.740 0.943 3.080  0.19
H 1.193 -0.764 3.176  0.30
H 1.077 1.053 0.597  -0.21
H 0.024 -0.280 1.099  0.34
H 1.318 -1.936 0.400  0.56
H 2.873 -1.274 0.917  0.48
H 1.441 0.120 -1.461  0.51
H 1.898 -1.577 -1.760  0.36
H 4.157 -1.117 -1.886  0.21
H 4.661 -0.217 0.374  0.34
H 5.454 0.674 -0.922  0.66
H 4.695 2.400 0.299  0.35
H 2.126 3.901 0.029  0.26
H 1.193 2.832 -1.044  0.30
H 4.281 2.708 -2.604  0.38
H 2.548 0.488 -3.348  0.28
H 4.329 0.661 -3.438  0.39
C -5.064 1.936 3.817  -0.85
C -4.588 0.464 3.902  0.97
C -3.338 0.160 4.736  0.00
F -2.232 0.761 4.264  -0.19
F -3.086 -1.171 4.712  -0.28
F -4.451 -0.022 2.650  -0.25
F -5.607 -0.231 4.473  -0.34
O -4.723 2.699 2.644  -0.27
C -3.487 3.358 2.608  0.69
C -2.595 2.835 1.480  0.33
F -2.338 1.524 1.619  -0.22
F -1.399 3.478 1.488  -0.31
F -2.894 3.313 3.805  -0.28
F -3.760 4.655 2.381  -0.32
H -6.154 1.883 3.771  0.41
H -4.851 2.489 4.732  0.39
H -3.480 0.457 5.779  0.27
H -3.069 2.987 0.508  0.21
C 5.477 -5.334 -4.812  -0.72
C 6.856 -6.007 -5.024  0.88
C 7.732 -6.252 -3.791  0.10
F 8.091 -5.116 -3.168  -0.22
F 8.881 -6.861 -4.163  -0.27
F 7.537 -5.314 -5.961  -0.27
F 6.602 -7.228 -5.563  -0.32
O 5.352 -3.925 -5.085  -0.37
C 5.639 -2.972 -4.104  0.88
C 6.801 -2.059 -4.504  0.19
F 7.928 -2.752 -4.704  -0.22
F 7.047 -1.164 -3.513  -0.25
F 5.816 -3.560 -2.914  -0.30
F 4.524 -2.212 -3.979  -0.33
H 4.824 -5.788 -5.559  0.40
H 5.031 -5.599 -3.854  0.33
H 7.225 -6.900 -3.072  0.28
H 6.567 -1.516 -5.422  0.25
C -9.188 0.434 1.069  -0.81
C -10.343 1.463 0.977  0.91
C -10.925 1.767 -0.408  0.09
F -10.029 2.311 -1.246  -0.22
F -11.931 2.666 -0.291  -0.26
F -9.960 2.602 1.592  -0.26
F -11.364 0.953 1.719  -0.33
O -7.840 0.924 1.182  -0.29
C -7.084 1.225 0.040  0.79
C -6.697 2.704 -0.016  0.67
F -7.779 3.501 -0.045  -0.26
F -5.984 2.968 -1.138  -0.29
F -7.711 0.804 -1.065  -0.30
F -5.957 0.493 0.133  -0.28
H -9.345 -0.078 2.020  0.42
H -9.269 -0.348 0.315  0.31
H -11.333 0.863 -0.869  0.28
H -6.098 2.982 0.853  -0.16